A cluster of 4 separate species, C38H80BrNO5 in total at a distorted geometry. Source: the Open Molecules 2025 dataset; level of theory: ωB97M-V/def2-TZVPD.

Each atom is followed by the atoms it is bonded to, with distances in Å.
Geometry (Å):
1 C 2.379 8.551 -5.089  C2 1.600, H28 1.140, H29 1.148, H30 1.145
2 C 1.277 7.968 -4.086  C1 1.600, O3 1.272, O4 1.439
3 O 1.047 8.605 -3.010  C2 1.272
4 O 0.631 6.729 -4.431  C2 1.439, C5 1.448
5 C 0.232 6.029 -3.229  O4 1.448, C6 1.628, H31 1.140, H32 1.150
6 C 0.137 4.446 -3.599  C5 1.628, C7 1.602, H33 1.148, H34 1.145
7 C 0.699 3.598 -2.361  C6 1.602, C8 1.611, H35 1.155, H36 1.154
8 C 0.241 2.054 -2.357  C7 1.611, C9 1.607, H37 1.144, H38 1.152
9 C -1.346 1.879 -2.543  C8 1.607, C10 1.601, H39 1.144, H40 1.146
10 C -2.011 0.769 -1.601  C9 1.601, C11 1.629, H41 1.149, H42 1.152
11 C -2.057 -0.712 -2.278  C10 1.629, C12 1.623, H43 1.139, H44 1.144
12 C -1.103 -1.680 -1.391  C11 1.623, O13 1.452, H45 1.156, H46 1.136
13 O -0.547 -2.763 -2.181  C12 1.452, C14 1.412
14 C -1.013 -4.028 -1.762  O13 1.412, O15 1.262, N16 1.494
15 O -2.252 -4.145 -1.552  C14 1.262
16 N -0.123 -5.219 -1.617  C14 1.494, C17 1.500, O21 1.370
17 C 0.138 -5.675 -3.022  N16 1.500, C18 1.631, H47 1.156, H48 1.138
18 C 1.243 -4.753 -3.788  C17 1.631, C19 1.630, Br20 1.985, H49 1.139
19 C 2.644 -5.579 -3.880  C18 1.630, H50 1.137, H51 1.139, H52 1.140
20 Br 0.581 -4.440 -5.633  C18 1.985
21 O -0.852 -6.123 -0.890  N16 1.370, C22 1.447
22 C -0.038 -7.213 -0.396  O21 1.447, C23 1.604, H53 1.152, H54 1.157
23 C 1.204 -6.764 0.515  C22 1.604, C24 1.624, C25 1.601, H55 1.150
24 C 2.514 -6.526 -0.416  C23 1.624, H56 1.137, H57 1.138, H58 1.155
25 C 1.636 -7.828 1.631  C23 1.601, C26 1.635, C27 1.600, H59 1.155
26 C 2.729 -7.179 2.658  C25 1.635, H60 1.137, H61 1.138, H62 1.139
27 C 0.443 -8.376 2.545  C25 1.600, H63 1.153, H64 1.155, H65 1.153
28 H 2.715 9.565 -4.690  C1 1.140
29 H 3.266 7.837 -5.237  C1 1.148
30 H 1.909 8.712 -6.120  C1 1.145
31 H 0.959 6.136 -2.358  C5 1.140
32 H -0.795 6.402 -2.868  C5 1.150
33 H 0.751 4.310 -4.560  C6 1.148
34 H -0.967 4.252 -3.834  C6 1.145
35 H 1.852 3.635 -2.423  C7 1.155
36 H 0.431 4.109 -1.362  C7 1.154
37 H 0.787 1.493 -3.192  C8 1.144
38 H 0.571 1.575 -1.362  C8 1.152
39 H -1.527 1.564 -3.628  C9 1.144
40 H -1.851 2.898 -2.406  C9 1.146
41 H -1.466 0.712 -0.591  C10 1.149
42 H -3.084 1.103 -1.345  C10 1.152
43 H -1.684 -0.609 -3.350  C11 1.139
44 H -3.135 -1.095 -2.316  C11 1.144
45 H -0.209 -1.009 -1.098  C12 1.156
46 H -1.587 -1.995 -0.412  C12 1.136
47 H -0.879 -5.659 -3.572  C17 1.156
48 H 0.518 -6.744 -3.115  C17 1.138
49 H 1.494 -3.807 -3.203  C18 1.139
50 H 2.486 -6.697 -4.008  C19 1.137
51 H 3.252 -5.128 -4.732  C19 1.139
52 H 3.196 -5.355 -2.908  C19 1.140
53 H -0.764 -7.913 0.161  C22 1.152
54 H 0.402 -7.872 -1.239  C22 1.157
55 H 0.877 -5.805 1.060  C23 1.150
56 H 3.475 -6.907 0.057  C24 1.137
57 H 2.535 -5.427 -0.711  C24 1.138
58 H 2.395 -7.113 -1.404  C24 1.155
59 H 2.204 -8.676 1.091  C25 1.155
60 H 3.803 -7.414 2.369  C26 1.137
61 H 2.525 -7.636 3.681  C26 1.138
62 H 2.487 -6.068 2.718  C26 1.139
63 H -0.086 -7.539 3.136  C27 1.153
64 H 0.903 -9.115 3.304  C27 1.155
65 H -0.309 -9.011 1.944  C27 1.153
66 C -2.548 7.571 -5.360  C67 1.523, H72 1.093, H73 1.093, H74 1.093
67 C -3.153 8.350 -4.200  C66 1.523, C68 1.530, H75 1.094, H76 1.096
68 C -3.828 7.456 -3.158  C67 1.530, C69 1.532, H77 1.095, H78 1.096
69 C -5.022 6.645 -3.669  C68 1.532, C70 1.530, H79 1.096, H80 1.095
70 C -6.155 7.470 -4.282  C69 1.530, C71 1.523, H81 1.096, H82 1.094
71 C -6.805 8.426 -3.291  C70 1.523, H83 1.093, H84 1.093, H85 1.092
72 H -3.311 7.025 -5.921  C66 1.093
73 H -2.054 8.255 -6.055  C66 1.093
74 H -1.804 6.856 -5.002  C66 1.093
75 H -3.860 9.093 -4.583  C67 1.094
76 H -2.355 8.915 -3.706  C67 1.096
77 H -4.144 8.078 -2.314  C68 1.095
78 H -3.085 6.759 -2.754  C68 1.096
79 H -5.422 6.056 -2.836  C69 1.096
80 H -4.677 5.917 -4.412  C69 1.095
81 H -6.923 6.781 -4.652  C70 1.096
82 H -5.798 8.028 -5.153  C70 1.094
83 H -7.214 7.882 -2.435  C71 1.093
84 H -7.626 8.967 -3.770  C71 1.093
85 H -6.095 9.169 -2.920  C71 1.092
86 C 1.210 7.311 0.913  C87 1.522, H92 1.093, H93 1.093, H94 1.093
87 C 1.470 6.778 2.315  C86 1.522, C88 1.529, H95 1.094, H96 1.095
88 C 2.949 6.501 2.591  C87 1.529, C89 1.532, H97 1.095, H98 1.096
89 C 3.586 5.426 1.705  C88 1.532, C90 1.530, H99 1.096, H100 1.095
90 C 2.906 4.056 1.751  C89 1.530, C91 1.523, H101 1.096, H102 1.095
91 C 2.946 3.413 3.130  C90 1.523, H103 1.093, H104 1.093, H105 1.092
92 H 1.502 6.588 0.147  C86 1.093
93 H 0.145 7.521 0.781  C86 1.093
94 H 1.761 8.238 0.737  C86 1.093
95 H 0.873 5.877 2.484  C87 1.094
96 H 1.117 7.520 3.041  C87 1.095
97 H 3.064 6.221 3.643  C88 1.095
98 H 3.514 7.431 2.465  C88 1.096
99 H 4.635 5.313 2.000  C89 1.096
100 H 3.604 5.774 0.666  C89 1.095
101 H 3.419 3.393 1.045  C90 1.096
102 H 1.870 4.129 1.406  C90 1.095
103 H 3.976 3.285 3.472  C91 1.093
104 H 2.475 2.426 3.100  C91 1.093
105 H 2.409 4.010 3.870  C91 1.092
106 C 1.773 -7.132 9.428  C107 1.523, H112 1.093, H113 1.093, H114 1.093
107 C 1.096 -8.371 8.859  C106 1.523, C108 1.530, H115 1.094, H116 1.095
108 C 1.254 -8.504 7.343  C107 1.530, C109 1.532, H117 1.095, H118 1.096
109 C 0.623 -7.376 6.520  C108 1.532, C110 1.530, H119 1.096, H120 1.095
110 C -0.874 -7.161 6.748  C109 1.530, C111 1.523, H121 1.096, H122 1.094
111 C -1.720 -8.366 6.358  C110 1.523, H123 1.094, H124 1.093, H125 1.092
112 H 1.338 -6.214 9.026  C106 1.093
113 H 1.656 -7.104 10.514  C106 1.093
114 H 2.843 -7.134 9.203  C106 1.093
115 H 0.037 -8.373 9.136  C107 1.094
116 H 1.537 -9.256 9.330  C107 1.095
117 H 0.832 -9.464 7.028  C108 1.095
118 H 2.322 -8.552 7.100  C108 1.096
119 H 0.794 -7.586 5.459  C109 1.096
120 H 1.148 -6.437 6.728  C109 1.095
121 H -1.195 -6.304 6.146  C110 1.096
122 H -1.070 -6.894 7.791  C110 1.094
123 H -1.575 -8.619 5.304  C111 1.094
124 H -2.780 -8.149 6.511  C111 1.093
125 H -1.473 -9.244 6.960  C111 1.092

Summary:
Lowest unoccupied orbital energy ... 0.634 eV
SMILES string ... CC(=O)OCCCCCCCCOC(=O)N(C[C@@H](C)Br)OC[C@H](C)C(C)C.CCCCCC.CCCCCC.CCCCCC
HOMO-LUMO gap ... 9.98 eV
Total energy ... -122468.1133 eV

Mulliken atomic charge list, values in e, 99 entries: C -0.982; C 0.764; O -0.549; O -0.418; C 0.096; C -0.436; C -0.676; C -0.464; C -0.480; C -0.831; C -0.526; C -0.406; O -0.307; C 0.073; O -0.522; N 0.714; C -1.173; C 0.182; C -1.032; Br -0.155; O -0.412; C -0.692; C 0.531; C -0.956; C 0.194; C -1.038; C -1.274; H 0.298; H 0.277; H 0.279; H 0.329; H -0.165; H 0.325; H 0.146; H 0.305; H 0.273; H 0.309; H 0.261; H 0.254; H 0.258; H 0.467; H 0.337; H 0.350; H 0.256; H 0.240; H 0.319; H 0.586; H 0.368; H 0.308; H 0.279; H 0.419; H 0.206; H 0.139; H 0.229; H 0.291; H 0.364; H 0.170; H 0.152; H 0.235; H 0.366; H 0.208; H 0.260; H 0.178; H 0.412; H 0.413; C -0.878; C -0.451; C -0.258; C -0.791; C -0.417; C -1.197; H 0.362; H 0.335; H 0.001; H 0.368; H 0.346; H 0.354; H 0.003; H 0.409; H 0.288; H 0.382; H 0.232; H 0.291; H 0.381; H 0.285; C -0.767; C -0.394; C -0.780; C -0.710; C 0.007; C -1.354; H -0.094; H 0.392; H 0.332; H 0.254; H 0.349; H 0.311; H 0.376; H 0.388